Formula: C48H84O20
Source: OMol25
Level of theory: the ωB97M-V functional and the def2-TZVPD basis

```
152
Properties=species:S:1:pos:R:3:forces:R:3:mulliken_charge:R:1
C 18.810102 16.548852 14.114492 1.52 1.13 0.18 -1.564
C 17.314254 16.631389 14.064655 0.90 -0.54 0.25 0.877
O 16.668577 15.703531 13.612096 -0.19 0.98 0.39 -0.147
C 16.823010 17.917634 14.654423 -2.59 1.11 -0.85 -0.354
H 19.201621 15.583621 13.872570 -0.07 -0.81 -0.03 0.296
H 19.338163 16.916529 15.056386 -1.14 -0.33 -1.11 0.267
H 19.156294 17.201022 13.284999 -0.04 -0.06 0.41 0.436
H 17.179596 18.899850 14.312474 0.91 -0.71 -0.19 0.584
H 16.921608 17.880818 15.706105 0.67 -0.19 1.27 0.053
H 15.741656 18.090606 14.541425 -0.01 -0.70 -0.26 -0.338
C 14.068587 16.101565 8.933649 0.38 -0.12 -0.21 -1.284
C 13.393799 15.227961 9.926294 -0.34 -0.81 0.60 1.043
O 13.928050 15.040765 11.009743 -0.34 0.13 -0.80 -0.119
C 12.081936 14.573266 9.623072 -1.11 0.88 -1.48 -1.236
H 13.849763 15.976785 7.877373 -0.60 -0.05 0.06 0.395
H 15.094594 15.803450 9.058206 0.75 0.55 0.04 0.331
H 13.884713 17.122086 9.254275 0.24 0.28 -0.15 0.221
H 11.240670 15.292727 9.819026 0.83 -0.45 -0.31 0.175
H 11.971862 13.790339 10.306953 -0.27 -1.31 1.09 0.240
H 11.945630 14.158440 8.582962 0.41 0.66 0.92 0.429
C 18.036190 12.177648 13.235776 0.19 -0.98 -1.67 -1.012
C 16.727251 11.880355 12.520916 -0.10 -0.76 0.70 0.715
O 16.193434 10.789869 12.754426 0.44 1.75 -0.86 -0.488
C 16.104532 12.944360 11.640495 -0.50 -0.51 0.16 -0.480
H 17.877351 12.944419 13.962177 0.07 0.35 0.74 0.004
H 18.781385 12.536384 12.514272 -0.20 0.23 0.08 0.388
H 18.406137 11.203182 13.576322 -0.13 0.51 0.58 0.324
H 16.772041 13.605135 11.107353 0.61 -0.24 -0.19 0.562
H 15.537971 13.664675 12.230755 -0.09 -0.11 0.31 -0.042
H 15.396392 12.464125 10.964294 0.02 0.10 -0.03 0.163
C 10.198397 22.445253 16.762468 -1.94 1.17 -0.76 -0.916
C 11.525332 22.197937 16.172403 0.43 1.05 2.06 0.887
O 12.450244 22.485837 16.918701 0.46 -0.51 -1.14 -0.613
C 11.667668 21.667559 14.819069 1.21 -0.54 -0.51 -0.650
H 9.931395 21.557118 17.281144 -0.45 -1.02 0.34 0.016
H 9.344740 22.746526 16.075487 1.13 -0.46 0.62 0.322
H 10.335005 23.185989 17.543102 -0.12 0.23 -0.05 0.362
H 11.076356 20.803918 14.614359 -0.97 -0.41 0.05 -0.132
H 12.679902 21.312437 14.696990 0.50 0.21 -0.16 0.297
H 11.460820 22.441068 14.098218 -0.19 0.30 -0.36 0.438
C 16.056942 14.874818 22.770541 -1.74 -0.17 -0.41 -0.592
C 15.670870 13.541511 22.108613 0.64 0.74 -0.03 0.791
O 16.558116 12.945733 21.558780 0.81 -0.95 -0.29 -0.541
C 14.253980 13.074749 21.840467 -1.14 1.06 0.12 -0.863
H 15.346765 15.061662 23.575601 0.07 0.30 0.17 0.405
H 15.771183 15.591231 21.942984 0.76 -0.24 0.95 -0.146
H 17.092755 14.930958 23.160559 -0.65 -0.13 -0.74 0.284
H 13.810784 13.825314 21.110594 0.49 -0.93 0.61 0.042
H 13.527549 13.032257 22.688708 0.84 0.18 -0.37 0.392
H 14.330736 12.085193 21.389036 -0.09 0.22 -0.10 0.295
C 6.016086 16.719707 15.706911 0.92 -2.24 -0.91 -1.198
C 7.178161 17.389384 14.981759 1.52 1.21 -0.41 0.939
O 8.136860 17.976685 15.537394 -2.69 -1.53 -1.19 -0.414
C 7.141526 17.113865 13.456446 2.04 -0.92 1.44 -0.806
H 5.355176 16.134465 15.018747 0.59 0.81 0.11 0.319
H 5.369567 17.362969 16.254829 0.02 0.49 0.99 0.465
H 6.521717 15.852584 16.236128 -0.72 1.21 0.25 0.200
H 7.034272 16.016948 13.436581 0.01 0.22 -0.32 0.230
H 8.050985 17.397664 12.909965 -0.15 -0.02 0.43 -0.136
H 6.333822 17.506418 12.918924 -1.53 0.73 -0.36 0.524
C 18.737054 16.072559 19.146220 -1.02 1.21 -1.75 -1.334
C 17.881375 15.339610 18.130559 -1.92 0.12 -0.90 0.740
O 17.652582 15.869534 17.037196 0.59 -0.84 1.30 -0.474
C 17.141625 14.038256 18.551309 2.61 0.36 -2.25 -0.175
H 19.658785 15.557815 19.224892 1.11 -0.45 0.30 0.455
H 18.239440 16.103423 20.115380 0.08 0.20 -0.04 0.298
H 18.886413 17.078475 18.628625 0.01 -1.11 1.27 0.272
H 16.610344 13.582385 17.719006 -0.21 0.37 0.04 -0.335
H 16.543354 14.247317 19.367015 -1.35 0.30 1.66 -0.237
H 17.906498 13.320144 18.833780 0.08 -0.15 0.43 0.629
C 13.799624 9.045354 10.620179 1.67 2.55 -1.04 -1.254
C 13.578560 9.532271 12.025245 -1.34 0.42 1.88 1.052
O 12.855139 10.477857 12.343725 0.90 -1.05 -1.12 -0.508
C 14.236577 8.731051 13.130007 -0.14 0.72 0.45 -1.158
H 14.701559 8.439686 10.560686 0.00 -0.13 0.11 0.372
H 14.033425 10.001469 9.999386 -0.62 -1.64 0.81 0.232
H 13.001856 8.504088 10.157633 -0.77 -0.14 0.01 0.394
H 15.299866 8.733874 12.973558 0.56 0.42 0.16 0.299
H 14.026896 7.689870 13.030277 -0.75 -0.91 0.00 0.500
H 13.967463 9.120292 14.148030 0.30 -0.36 -1.09 0.099
O 9.481828 17.587953 10.980404 -0.47 0.12 -0.34 -0.655
C 10.515424 17.871281 11.504395 1.35 0.35 0.84 0.304
O 11.694993 17.336116 11.097719 0.07 -0.09 0.43 -0.295
C 12.760680 17.486965 12.121169 -0.22 1.04 -2.09 0.194
C 12.345928 18.669425 12.967170 -0.63 0.98 0.43 0.127
C 10.762206 18.737419 12.755639 2.15 -1.78 -0.54 -0.576
H 13.701536 17.514322 11.512770 -0.73 0.35 0.93 0.514
H 12.779951 16.628239 12.728371 -0.01 -1.27 0.48 -0.496
H 12.730069 19.650580 12.599790 0.14 -0.82 0.38 0.288
H 12.709050 18.412754 14.012081 -0.76 0.84 -1.13 -0.249
H 10.302135 19.683614 12.747583 -0.24 1.32 -0.51 0.685
H 10.246296 18.231569 13.522939 -0.59 -0.84 1.25 0.023
O 11.125848 19.689840 18.248621 -0.16 -0.68 -1.01 -0.663
C 10.525750 18.641789 18.248887 -0.40 -0.49 3.00 0.466
O 10.889418 17.488197 17.701284 1.18 0.75 -0.92 -0.246
C 9.951226 16.441810 17.996322 1.02 -0.84 -1.00 0.675
C 9.306744 16.768064 19.284362 0.33 0.01 1.66 -0.484
C 9.344858 18.284063 19.186575 -1.69 1.64 -0.85 -0.752
H 10.589189 15.533994 18.018445 -0.88 0.30 -0.39 0.031
H 9.217412 16.532785 17.206941 -0.08 -0.79 -0.36 -0.561
H 9.903504 16.371096 20.139252 -0.34 0.44 -0.48 0.265
H 8.310714 16.310317 19.345699 0.20 0.36 0.01 0.417
H 9.325628 18.908875 20.094301 0.26 -0.49 -0.33 0.447
H 8.445174 18.614718 18.585950 0.62 -0.27 0.59 0.208
O 14.328285 15.926680 19.105179 0.67 -0.25 0.70 -0.462
C 14.692699 17.065751 18.985011 -0.72 0.43 -0.10 0.225
O 15.220216 17.819246 19.975963 -0.10 -0.69 0.33 -0.411
C 15.511684 19.159191 19.534674 -0.03 0.44 -0.27 -0.546
C 14.866904 19.326489 18.119980 2.16 -0.91 0.16 -0.513
C 14.405983 17.928494 17.816944 -0.10 -0.16 -1.77 3.167
H 16.606219 19.160673 19.420536 -0.33 0.58 0.41 0.273
H 15.121892 19.864764 20.314860 0.59 -0.65 -0.77 0.296
H 15.665860 19.527777 17.380977 -0.44 0.62 0.51 0.164
H 14.066197 20.012329 18.042622 -0.59 0.93 0.10 0.324
H 14.812437 17.546591 16.829315 -0.74 0.11 1.36 -1.061
H 13.325745 17.957409 17.783173 -0.38 -0.45 -0.51 -1.635
O 12.425363 12.339198 17.340198 -0.35 -0.86 0.33 -0.611
C 11.614720 11.461848 17.168438 0.25 1.27 -0.68 0.398
O 10.470863 11.755336 16.460516 0.77 0.18 0.81 -0.017
C 9.882713 10.526881 16.046439 -0.13 1.02 -1.23 -0.445
C 10.213192 9.581330 17.122347 0.06 -0.43 2.01 -0.665
C 11.651859 9.978468 17.566672 -1.42 0.96 -0.94 -0.483
H 10.326468 10.379808 15.057141 -0.22 -0.78 0.00 0.285
H 8.812601 10.651834 15.969178 -0.24 0.23 -0.28 0.277
H 10.101260 8.555957 16.798197 -0.05 -0.31 0.25 0.397
H 9.491514 9.844390 17.949514 0.73 -0.72 -0.62 0.253
H 12.355227 9.475110 16.894030 0.34 0.07 0.65 0.189
H 11.843027 9.957252 18.644181 0.27 -0.53 -0.43 0.370
O 13.470510 16.562684 15.072844 -0.09 0.91 -0.15 0.302
C 13.857341 15.431525 15.057862 0.02 -1.37 -0.18 -1.111
O 13.563046 14.597796 14.039566 0.26 -1.05 0.25 0.099
C 13.938754 13.187977 14.408592 -0.19 0.85 -0.71 0.443
C 15.015305 13.356794 15.481700 -0.89 0.09 -0.36 -0.285
C 14.556735 14.678093 16.139877 3.01 0.83 1.48 2.605
H 14.312655 12.696512 13.498255 -0.53 0.20 0.37 -0.744
H 12.997259 12.698484 14.767287 0.91 0.34 -0.18 -0.375
H 16.031949 13.485438 15.060374 -0.70 0.17 -0.06 -0.393
H 15.052089 12.432836 16.040166 -0.15 0.03 0.76 0.890
H 15.563939 15.193390 16.457823 -2.13 -0.36 -0.63 -1.285
H 13.923913 14.747773 17.052792 0.34 -0.76 -0.59 0.032
O 7.424439 13.747142 14.844896 -0.94 0.42 0.52 -0.695
C 8.530158 14.152301 14.611757 -0.54 -2.44 -2.14 0.008
O 9.329557 14.648184 15.494131 1.50 0.91 0.64 -0.601
C 10.674709 14.836557 14.920219 -0.88 0.16 0.03 2.028
C 10.556285 14.409878 13.434215 3.57 1.07 0.57 1.333
C 9.218312 13.924869 13.236971 -1.93 0.00 1.09 -0.174
H 11.351514 14.237706 15.520555 0.00 -0.15 0.00 -1.084
H 10.908797 15.881449 15.041334 0.18 0.33 0.10 -0.057
H 11.328578 13.633729 13.316121 -0.26 0.42 -0.52 -0.488
H 10.796739 15.289365 12.800915 0.09 -0.70 0.24 -1.040
H 9.163777 12.895260 12.933449 -0.27 -0.51 0.15 0.277
H 8.675023 14.496935 12.524152 -0.58 0.43 -0.73 0.363
```
Positions in Å, forces in eV/Å.

## Properties
Lowest unoccupied orbital energy: 0.56 eV